{"formula": "C5H10N4O7PdS2", "method": "ωB97M-V/def2-TZVPD", "total_charge": 2, "gap_ha": [0.2968, 0.1117], "spin_multiplicity": 5, "homo_energy_ha": [-0.542, -0.558], "lumo_ev": [-6.684, -12.157], "species": ["C", "H", "H", "O", "H", "H", "H", "O", "H", "O", "N", "O", "S", "N", "C", "O", "H", "O", "N", "C", "H", "H", "N", "C", "C", "O", "H", "Pd", "S"], "coordinates": [[-5.228, -6.068, 5.045], [-7.684, -12.937, 7.350], [-5.565, -6.687, 3.081], [-7.658, -12.192, 11.797], [-8.379, -13.288, 6.198], [-6.408, -8.978, 4.089], [-9.591, -13.944, 4.108], [-10.179, -17.405, 11.513], [-6.624, -11.560, 8.234], [-6.709, -9.348, 9.593], [-8.608, -13.594, 4.195], [-7.450, -11.118, 6.382], [-6.819, -10.971, 11.657], [-5.694, -8.020, 5.884], [-5.977, -8.114, 4.592], [-10.808, -18.905, 9.636], [-8.457, -12.912, 3.432], [-7.989, -10.826, 4.291], [-8.703, -12.746, 5.321], [-7.546, -11.847, 7.585], [-4.772, -5.040, 4.840], [-8.454, -11.647, 8.133], [-5.583, -6.923, 4.049], [-5.312, -6.753, 6.199], [-8.027, -11.591, 5.264], [-6.938, -10.787, 10.040], [-5.104, -6.625, 7.243], [-6.279, -9.036, 7.674], [-10.685, -17.595, 10.194]]}

***

{"formula": "C4H13NO3", "method": "ωB97M-V/def2-TZVPD", "total_charge": -1, "gap_ha": [0.3090, 0.2432], "spin_multiplicity": 2, "homo_energy_ha": [-0.165, -0.161], "lumo_ev": [3.920, 2.232], "species": ["H", "C", "H", "N", "H", "H", "H", "H", "H", "O", "H", "H", "H", "H", "O", "C", "C", "C", "H", "H", "O"], "coordinates": [[-1.026, 1.103, 1.872], [0.653, 1.096, -0.159], [-1.229, -4.060, -0.055], [-0.530, 0.465, -0.659], [-1.981, 0.599, -2.124], [-0.391, -2.724, -0.059], [-1.142, 2.058, -1.833], [-0.250, 0.876, -2.731], [0.153, 2.271, 2.352], [-1.068, -3.305, 0.518], [-0.292, -0.543, -0.778], [2.004, 0.759, 1.470], [1.489, 0.553, -0.697], [0.002, 0.795, 3.287], [0.653, -2.026, -0.823], [0.940, 0.567, 1.297], [-0.993, 0.988, -1.934], [-0.017, 1.195, 2.289], [0.855, -0.514, 1.198], [0.571, -2.387, -1.711], [0.799, 2.383, -0.310]]}

***

Relative energy (zero: lowest compared OMol25 entry of this formula, charge and spin) for the records above, in order: 87.3, 26.0 kcal per mole